No. 1
Molecular formula: C25H23ClN2O7S
Method: DFT, wB97M-V/def2-TZVPD

Element x y z (Å)
C1 -0.702 -4.064 -1.260
C2 -0.386 -3.267 0.001
O1 -1.209 -2.099 0.093
C3 -2.448 -2.227 0.585
O2 -2.935 -3.262 0.947
C4 -3.097 -0.882 0.622
C5 -2.291 0.246 0.732
C6 -2.835 1.510 0.709
S1 -1.670 2.870 0.671
O3 -0.455 2.408 1.283
O4 -2.280 4.067 1.161
N1 -1.502 3.016 -0.994
C7 -1.240 4.344 -1.506
C8 -0.775 1.929 -1.554
C9 -1.495 0.869 -2.093
C10 -0.829 -0.237 -2.591
C11 0.554 -0.291 -2.558
C12 1.272 0.771 -2.033
C13 0.613 1.878 -1.527
C14 -4.201 1.694 0.600
C15 -5.024 0.585 0.521
C16 -4.480 -0.698 0.521
Cl1 -5.530 -2.041 0.364
C17 1.099 -2.847 0.007
O5 1.956 -3.633 -0.329
N2 1.299 -1.580 0.429
C18 2.493 -0.853 0.533
C19 2.412 0.465 0.983
C20 3.555 1.231 1.073
C21 4.794 0.702 0.732
C22 4.878 -0.631 0.321
C23 3.726 -1.400 0.212
O6 6.076 -1.222 0.017
C24 7.190 -0.492 0.479
C25 7.024 0.989 0.141
O7 5.898 1.516 0.805
H1 -0.640 -3.414 -2.130
H2 -1.699 -4.492 -1.197
H3 0.031 -4.860 -1.360
H4 -0.569 -3.898 0.883
H5 -1.223 0.159 0.846
H6 -0.179 4.610 -1.481
H7 -1.601 4.403 -2.533
H8 -1.796 5.037 -0.880
H9 -2.572 0.926 -2.124
H10 -1.397 -1.055 -3.010
H11 1.076 -1.156 -2.939
H12 2.350 0.733 -2.007
H13 1.173 2.691 -1.092
H14 -4.600 2.695 0.587
H15 -6.094 0.698 0.445
H16 0.472 -1.045 0.653
H17 1.460 0.904 1.244
H18 3.508 2.255 1.406
H19 3.812 -2.421 -0.118
H20 7.288 -0.604 1.567
H21 8.066 -0.916 -0.014
H22 6.904 1.099 -0.946
H23 7.883 1.573 0.475

energy relative to the best compared isomer or geometry (same formula, charge and spin)	0.000	eV
2S+1	1
gap between HOMO and LUMO	7.72	eV
net charge	0

No. 2
Molecular formula: C25H23ClN6S2Sn
Method: DFT, wB97M-V/def2-TZVPD

Element x y z (Å)
Sn1 -17.570 2.865 -4.939
C1 -23.673 1.941 -3.592
S1 -22.659 3.132 -4.556
C2 -21.133 3.206 -3.702
S2 -19.989 4.108 -4.598
N1 -21.214 3.065 -2.410
N2 -20.137 3.268 -1.643
C3 -20.088 2.745 -0.421
C4 -18.876 2.786 0.379
C5 -18.964 2.343 1.750
C6 -17.748 2.194 2.416
C7 -16.571 2.756 1.938
C8 -16.600 3.258 0.588
N3 -17.710 3.227 -0.113
H1 -23.056 1.105 -3.297
H2 -24.478 1.697 -4.298
H3 -24.142 2.362 -2.695
H4 -20.950 2.401 0.133
H5 -19.950 2.322 2.245
H6 -17.726 1.649 3.391
H7 -15.621 2.730 2.546
H8 -15.699 3.688 0.085
C9 -19.480 -0.545 -3.704
C10 -20.117 0.001 -4.943
C11 -21.438 -0.376 -5.207
C12 -22.099 0.231 -6.296
C13 -21.381 1.184 -7.023
C14 -20.043 1.425 -6.786
N4 -19.475 0.881 -5.697
C15 -19.225 2.259 -7.697
C16 -19.842 2.746 -8.882
C17 -19.186 3.731 -9.579
C18 -17.803 3.984 -9.271
C19 -17.234 3.360 -8.118
N5 -17.959 2.517 -7.323
C20 -15.887 3.720 -7.743
C21 -15.338 4.885 -8.339
C22 -14.024 5.212 -8.029
C23 -13.370 4.365 -7.207
C24 -14.000 3.307 -6.488
C25 -13.329 2.383 -5.553
N6 -15.277 3.058 -6.752
H9 -20.061 -1.360 -3.320
H10 -19.589 0.282 -2.926
H11 -18.439 -0.783 -3.824
H12 -21.913 -1.196 -4.648
H13 -23.157 -0.066 -6.564
H14 -21.957 1.829 -7.682
H15 -20.841 2.489 -9.163
H16 -19.582 4.331 -10.419
H17 -17.121 4.619 -9.833
H18 -15.942 5.529 -8.920
H19 -13.605 6.151 -8.381
H20 -12.285 4.585 -7.096
H21 -12.816 1.532 -5.928
H22 -14.021 1.991 -4.793
H23 -12.447 2.910 -5.111
Cl1 -17.249 5.252 -5.447

energy relative to the best compared isomer or geometry (same formula, charge and spin)	0.000	eV
2S+1	1
gap between HOMO and LUMO (alpha / beta)	4.04 / 4.02	eV
net charge	+2

No. 3
Molecular formula: C25H23F3IN2O12PS2
Method: DFT, wB97M-V/def2-TZVPD

Element x y z (Å)
C1 -0.620 0.977 3.986
C2 -0.148 0.445 3.033
C3 0.349 -0.277 1.913
C4 1.684 -0.149 1.524
C5 2.584 0.769 2.302
C6 3.866 0.130 2.810
O1 4.896 0.713 2.795
I1 3.742 -1.862 3.608
C7 2.139 -0.847 0.402
C8 3.559 -0.701 -0.091
O2 3.481 -0.463 -1.513
C9 4.553 0.173 -2.027
F1 5.705 -0.408 -1.647
F2 4.606 1.466 -1.709
F3 4.483 0.081 -3.362
C10 1.239 -1.651 -0.266
C11 -0.083 -1.784 0.111
C12 -0.552 -1.090 1.209
C13 -2.002 -1.175 1.620
C14 -2.793 0.028 1.154
C15 -2.288 0.989 0.295
C16 -3.042 2.089 -0.082
C17 -4.331 2.260 0.392
C18 -4.850 1.290 1.235
C19 -4.097 0.197 1.611
C20 -0.804 -2.699 -0.832
O3 -1.867 -3.208 -0.711
N1 0.099 -2.875 -1.962
P1 -0.511 -1.802 -3.208
N2 -1.851 -2.207 -3.871
C21 1.417 -2.529 -1.482
O4 2.406 -2.944 -1.995
H1 -1.118 1.515 4.751
H2 2.841 1.629 1.689
H3 2.083 1.167 3.180
H4 4.130 -1.597 0.128
H5 3.998 0.184 0.356
H6 -2.034 -1.232 2.706
H7 -2.416 -2.102 1.239
H8 -1.289 0.914 -0.113
H9 -2.596 2.821 -0.738
H10 -4.874 3.131 0.077
H11 -5.859 1.407 1.603
H12 -4.498 -0.559 2.271
H13 -0.639 -0.523 -2.614
H14 0.563 -1.733 -4.115
H15 -2.240 -3.059 -3.483
O5 9.698 -3.990 -4.215
S1 8.350 -4.423 -4.146
O6 8.003 -5.792 -4.245
O7 7.499 -3.578 -5.209
C22 6.424 -2.890 -4.552
C23 6.938 -2.636 -3.152
O8 7.671 -3.825 -2.823
H16 5.549 -3.543 -4.544
H17 6.188 -1.973 -5.084
H18 6.140 -2.482 -2.439
H19 7.626 -1.788 -3.125
O9 -6.665 4.424 0.703
S2 -6.599 4.700 2.092
O10 -5.373 4.944 2.754
O11 -7.400 3.548 2.868
C24 -8.456 4.118 3.653
C25 -8.849 5.373 2.902
O12 -7.605 5.902 2.424
H20 -8.063 4.350 4.644
H21 -9.275 3.411 3.742
H22 -9.345 6.104 3.535
H23 -9.481 5.145 2.042

2S+1	1
gap between HOMO and LUMO	7.80	eV
net charge	0

No. 4
Molecular formula: C25H23FN4O4
Method: DFT, wB97M-V/def2-TZVPD

Element x y z (Å)
C1 2.761 1.782 -5.937
C2 3.310 2.144 -4.556
N1 3.302 1.027 -3.636
C3 4.419 0.090 -3.672
C4 4.072 -1.209 -4.393
C5 2.304 0.737 -2.778
O1 2.331 -0.222 -2.036
C6 1.098 1.705 -2.744
N2 0.045 1.098 -1.987
C7 -0.031 1.099 -0.648
C8 -1.068 0.279 -0.212
C9 -1.500 -0.066 1.079
C10 -1.106 0.290 2.348
C11 -0.121 1.299 2.702
O2 0.454 2.061 1.948
N3 0.161 1.385 4.057
C12 -0.377 0.666 5.095
O3 0.001 0.790 6.232
N4 -1.372 -0.215 4.718
C13 -2.026 -0.926 5.769
C14 -1.891 -2.299 5.895
C15 -2.530 -2.966 6.926
C16 -3.298 -2.265 7.841
C17 -3.444 -0.894 7.725
C18 -2.813 -0.238 6.685
F1 -2.977 1.090 6.547
C19 -1.800 -0.448 3.413
O4 -2.695 -1.242 3.210
C20 -1.650 -0.276 -1.416
C21 -2.699 -1.154 -1.660
C22 -2.985 -1.491 -2.967
C23 -2.245 -0.973 -4.029
C24 -1.199 -0.098 -3.812
C25 -0.913 0.246 -2.499
H1 3.407 1.060 -6.429
H2 1.766 1.352 -5.858
H3 2.708 2.673 -6.557
H4 2.737 2.970 -4.132
H5 4.345 2.485 -4.660
H6 5.263 0.585 -4.155
H7 4.685 -0.144 -2.638
H8 3.251 -1.701 -3.880
H9 4.934 -1.871 -4.384
H10 3.785 -1.025 -5.425
H11 1.404 2.634 -2.253
H12 0.735 1.924 -3.749
H13 0.640 1.681 -0.047
H14 -2.297 -0.805 1.088
H15 0.862 2.070 4.318
H16 -1.291 -2.836 5.177
H17 -2.423 -4.035 7.016
H18 -3.789 -2.787 8.647
H19 -4.042 -0.327 8.421
H20 -3.279 -1.564 -0.847
H21 -3.796 -2.172 -3.178
H22 -2.494 -1.264 -5.038
H23 -0.629 0.293 -4.641

2S+1	1
gap between HOMO and LUMO	7.64	eV
net charge	0

E / Eh: -2461.06074 -2765.21255 -3713.77554 -1586.41185